110
Properties=species:S:1:pos:R:3:forces:R:3 method="wB97M-V/def2-TZVPD" e_above_lowest_kj_mol=328.7 e_tot_ev=-135989.7369 charge=+1
H -18.98120 -10.15694 -0.45788 0.963 -0.726 0.341
H -14.17167 -9.22632 -5.42723 -0.867 2.494 3.222
O -18.24986 -8.21852 -2.04575 -1.341 1.079 0.256
O -16.06690 -13.25930 -8.52929 -1.270 0.143 -0.426
C -24.04170 -11.34159 -5.03980 -1.551 -5.053 1.441
S -17.01699 -13.35329 -9.64187 1.369 -0.100 1.367
C -12.42456 -10.70037 -7.85522 1.506 -0.702 -3.450
H -23.77758 -11.92177 -2.30885 1.613 -1.119 0.733
H -11.93500 -8.94309 -6.72876 1.029 2.665 -0.873
H -16.61365 -13.91881 -11.82457 0.863 0.418 1.166
C -15.91826 -10.84159 -1.63611 -10.351 4.169 -2.614
C -13.61686 -5.01331 -3.37489 -0.549 -0.353 -1.800
H -14.09553 -10.92472 -9.33334 -0.472 -0.701 0.084
H -22.82593 -9.16529 -2.73372 -0.527 3.595 0.271
H -18.96806 -12.10461 -10.38676 1.687 0.316 0.787
H -14.97353 -4.70431 -1.73265 0.614 1.520 1.512
H -11.78743 -10.35225 -5.99079 1.715 -1.561 2.468
H -16.79569 -14.59654 -5.99303 -1.409 -0.700 1.567
O -22.26671 -6.65118 -3.75857 -3.588 -1.647 2.584
H -11.40711 -10.61368 -8.49546 -2.294 -0.657 1.568
H -18.68449 -9.88369 -7.20603 -0.289 1.847 1.857
H -15.05872 -10.94722 -1.44780 12.751 0.406 2.419
H -24.37361 -10.53834 -1.78631 -2.376 2.534 3.853
C -20.17456 -13.84905 -5.01496 0.600 1.664 -5.606
N -18.68207 -9.34288 -6.26712 -0.370 0.680 1.342
H -16.68222 -4.75829 -3.12997 -0.836 1.436 0.546
C -17.07601 -10.94639 -10.72073 -3.713 -0.869 -4.774
C -16.73213 -10.75911 -0.44007 -2.204 -1.409 1.287
O -23.10023 -9.05801 -5.54857 -0.231 2.646 -1.410
H -16.57402 -6.43213 -2.69225 -0.930 -1.214 0.525
H -13.52121 -3.97208 -3.39251 -0.281 1.757 -0.879
C -17.73360 -14.85490 -5.34113 1.875 1.103 -1.019
C -18.16039 -10.67027 -1.03528 -0.563 3.879 3.130
H -20.70390 -13.54295 -4.16945 -1.000 0.227 1.212
C -12.36785 -9.86549 -6.66261 -2.291 0.409 1.116
C -13.57579 -10.19582 -8.74719 -0.585 0.676 0.004
S -22.77432 -10.26383 -4.91577 3.779 -1.330 0.632
H -21.73979 -10.42152 -2.75186 -1.585 -0.073 -0.795
H -15.03758 -13.59524 -11.10252 1.263 -0.550 0.886
H -19.54584 -5.45923 -3.13809 -1.745 1.649 -1.745
H -13.39451 -9.39184 -9.41809 1.308 0.544 -0.892
S -18.43138 -13.28068 -4.84458 -3.933 -6.238 -3.667
H -25.72401 -11.93842 -3.95293 -0.300 -2.363 1.303
H -23.41632 -12.38372 -5.03696 -1.711 2.087 0.541
H -16.45948 -10.28880 -10.21349 0.493 1.588 1.205
H -16.06583 -10.36171 -3.64792 -1.107 1.985 0.720
C -16.06737 -5.60550 -3.08208 1.536 0.264 -1.480
O -18.22320 -13.10549 -3.51891 1.932 1.816 7.496
H -19.55516 -9.49679 -5.58098 1.805 0.426 -2.114
H -18.53849 -16.58123 -6.04234 -0.262 0.480 -1.470
C -16.43987 -9.78569 -2.71824 3.693 -1.042 0.268
H -20.55015 -13.15459 -6.07702 0.829 -2.125 3.455
C -23.96012 -10.92020 -2.58539 1.053 -3.676 -4.459
O -18.16902 -12.35113 -5.82623 1.404 4.238 -3.359
H -17.98210 -10.47934 -11.41644 3.026 -0.057 1.556
S -14.69421 -9.26039 -7.68165 4.358 0.009 3.129
C -17.96997 -11.82068 -9.88955 0.048 -2.606 -2.977
C -20.04686 -15.32650 -5.41996 -4.013 -0.607 0.076
O -14.47763 -7.83914 -7.75044 -0.274 -0.046 -1.116
C -14.00382 -5.73292 -4.66764 2.207 3.256 -2.388
H -20.87608 -4.30893 -3.15752 -2.977 1.547 2.429
H -21.18912 -6.18685 -6.83196 0.352 -1.114 -0.819
H -16.03335 -11.77314 -1.97156 -1.546 -3.790 -2.227
O -17.89934 -14.47069 -9.78967 -0.552 -0.435 0.653
H -21.06239 -15.82277 -5.85226 2.297 1.588 0.412
H -14.45822 -6.21250 -1.94947 1.166 -4.365 2.470
C -16.03353 -13.27583 -11.07425 -3.668 0.351 -4.218
H -24.69085 -11.51489 -5.88425 0.387 1.081 -0.864
H -25.54207 -10.49276 -3.70821 -4.466 7.155 -0.967
S -18.14874 -9.58372 -2.43325 3.191 -2.562 0.960
C -20.42508 -4.91731 -3.80899 5.264 -2.494 -0.080
H -17.94402 -9.80434 -5.76362 0.506 -1.031 0.442
H -16.60172 -9.96551 0.18679 0.869 2.753 1.294
S -21.13461 -6.35362 -4.49336 -0.350 2.157 -2.633
H -18.41977 -11.62527 -1.15778 -1.579 -3.526 -1.726
C -18.80781 -15.51252 -6.21805 1.732 -1.788 2.542
H -21.84753 -3.76409 -6.01073 -1.230 3.547 0.320
H -18.85920 -4.53513 -5.16273 -2.134 0.199 -1.003
C -21.64018 -5.56206 -6.10951 3.763 -1.915 0.720
C -20.94135 -4.21818 -6.14262 1.702 -2.780 -1.358
H -13.58085 -6.70640 -4.66544 0.366 -0.873 -0.285
H -19.66784 -3.04381 -4.94801 -0.775 -1.376 0.995
O -16.18902 -4.82961 -5.74285 0.253 -1.876 2.432
O -20.13593 -7.35533 -4.70178 0.871 -0.371 -0.457
C -19.95781 -4.15346 -5.01360 4.437 2.138 -0.140
C -14.67188 -5.39904 -2.45205 -3.130 2.240 -0.245
C -13.81270 -9.77294 -6.17708 0.764 -3.965 -3.913
H -18.26933 -8.31993 -6.14694 -1.587 -2.105 -1.208
O -16.03841 -7.30248 -5.10767 -0.092 1.441 0.362
O -21.52839 -11.00593 -5.27262 -1.513 1.674 0.233
O -15.95807 -9.84107 -7.59501 -4.383 -1.051 -0.682
H -14.09778 -10.86117 -6.05262 -0.207 1.121 0.140
C -22.77743 -10.09128 -3.13057 1.489 -4.034 0.520
H -12.62730 -5.31089 -3.20067 1.262 -0.861 1.105
H -18.09823 -11.30942 -9.04427 -0.893 1.303 3.906
H -20.43403 -4.12920 -7.13743 -0.758 0.626 0.912
C -16.18605 -11.82221 -11.63242 3.755 0.591 -0.739
H -13.62932 -5.06332 -5.57752 -0.866 -1.956 1.583
O -18.84097 -10.27420 -3.45054 -2.316 0.238 -2.163
H -16.52689 -11.60255 0.28846 -0.788 0.373 -1.139
H -16.07545 -8.73211 -2.47547 0.309 -1.596 -0.955
H -18.69506 -15.11993 -7.18866 -0.483 0.039 -1.371
H -22.62282 -5.44407 -6.37113 -2.716 -0.374 0.291
H -17.55555 -15.40941 -4.39280 0.208 0.298 -0.833
S -15.72641 -5.88580 -4.79007 -1.094 -0.676 -3.461
H -15.06960 -11.54081 -11.50595 -1.743 0.633 -0.159
H -19.96879 -15.95343 -4.53551 0.352 0.108 0.442
C -24.96797 -11.23217 -3.76261 6.197 -2.822 -1.246
H -16.26876 -11.66940 -12.77346 -0.574 -0.750 1.888
H -12.64970 -11.74691 -7.51212 0.426 0.808 -0.773